<a>
C10H15NO2 | the ωB97M-V functional and the def2-TZVPD basis

Kohn-Sham gap, eV: 8.633
SMILES: CCCCn1ccc(=O)c(O)c1C
E_HOMO, eV: -7.951
Net charge: 0

Positions of all 28 atoms, in Å:
C  1.4774  -2.2424  -3.0809
C  0.3347  -2.1390  -2.0719
C  0.2764  -0.8284  -1.3232
C  -0.8591  -0.8249  -0.2487
C  -1.5943  1.4790  -0.0215
C  -1.6108  2.7365  0.5346
C  -0.7441  3.0365  1.6629
C  -0.0101  1.8643  2.1934
C  -0.0921  0.6240  1.6421
C  0.6857  -0.5190  2.2147
H  1.3051  -1.5491  -3.9120
H  1.5091  -3.2560  -3.5108
H  2.4668  -1.9686  -2.6546
H  0.4822  -2.9763  -1.3671
H  -0.6564  -2.3057  -2.5439
H  1.2529  -0.6363  -0.8522
H  0.0798  -0.0412  -2.0473
H  -0.7455  -1.6560  0.4331
H  -1.8284  -0.9342  -0.7830
H  -2.2090  1.1947  -0.8721
H  -2.1967  3.5395  0.1515
H  0.6709  3.1212  3.3600
H  1.2725  -0.1786  3.0594
H  1.4230  -0.9378  1.5466
H  0.0384  -1.3495  2.5388
N  -0.8740  0.4441  0.5061
O  -0.5616  4.1516  2.1471
O  0.7075  2.1518  3.2991

<b>
C10H15NO2 | the ωB97M-V functional and the def2-TZVPD basis

Kohn-Sham gap, eV: 9.199
SMILES: Cc1ccc(O)cc1.CCC(N)=O
E_HOMO, eV: -8.546
Net charge: 0

Positions of all 28 atoms, in Å:
C  -0.0277  1.7351  1.7307
C  1.3504  1.0902  2.0858
C  0.2692  3.1279  1.2225
O  0.9387  3.9721  1.7781
N  -0.2684  3.3865  -0.0260
H  -0.6171  1.2122  0.9534
H  -0.7625  1.7144  2.5441
H  1.1291  0.0227  2.0665
H  -0.0481  4.2779  -0.4305
H  -0.4348  2.6039  -0.6446
H  1.7057  1.4758  3.0287
H  2.0406  1.3796  1.2874
C  0.2041  -0.1052  -2.7387
C  0.9256  -1.4649  -0.6395
C  -0.0372  -0.9145  -1.4981
C  0.5127  -2.5409  0.1302
C  -0.8334  -2.9330  0.0821
C  -1.3993  -1.0591  -1.2674
C  -1.8259  -2.0848  -0.3522
O  -1.2964  -4.1577  0.4876
H  1.8974  -0.9891  -0.5432
H  1.2090  -2.9789  0.8372
H  1.2318  0.3297  -2.7979
H  -0.2579  0.8949  -2.8345
H  -2.1667  -0.4761  -1.7489
H  -0.6539  -4.6167  1.0222
H  -2.8576  -2.2267  -0.0773
H  0.0727  -0.6754  -3.6575

<c>
C10H15NO2 | the ωB97M-V functional and the def2-TZVPD basis

Kohn-Sham gap, eV: 10.102
SMILES: O=C1CCCC[C@]12CCC/C2=N/O
E_HOMO, eV: -9.279
Net charge: 0

Positions of all 28 atoms, in Å:
C  -0.7397  -1.1569  0.3155
C  -0.2712  -2.5081  0.8449
C  1.1907  -2.5131  0.3693
C  1.6515  -1.0868  0.7381
C  0.4404  -0.1837  0.2699
C  0.2700  1.1448  1.0821
C  -0.8441  2.1199  0.5957
C  -0.7791  2.3273  -0.8715
C  0.4723  1.5958  -1.5613
C  0.6957  0.1901  -1.1795
H  -3.1201  -0.2236  -1.2258
H  -0.3100  -2.6104  1.9763
H  -0.9005  -3.3693  0.4726
H  1.8424  -3.3173  0.9068
H  1.1971  -2.6788  -0.6909
H  1.8428  -1.1232  1.8612
H  2.6168  -0.7804  0.2871
H  1.3053  1.6051  1.1159
H  0.0466  0.8037  2.0603
H  -1.7890  1.5961  0.8916
H  -0.7823  3.0243  1.1877
H  -1.7269  1.9271  -1.2562
H  -0.7537  3.3629  -1.1303
H  0.3808  1.5882  -2.6160
H  1.2971  2.1965  -1.2874
N  -1.9255  -1.2086  -0.2017
O  -2.2409  -0.0618  -0.9168
O  0.9334  -0.6598  -2.0378

<d>
C10H15NO2 | the ωB97M-V functional and the def2-TZVPD basis

Kohn-Sham gap, eV: 8.927
SMILES: Cc1ccc(O)cc1.CCC(N)=O
E_HOMO, eV: -8.414
Net charge: 0

Positions of all 28 atoms, in Å:
C  2.0126  -0.6938  1.9803
C  1.0428  0.3633  1.3349
C  1.2917  -1.9210  2.7107
O  2.0037  -2.8616  3.0319
N  -0.0545  -1.9966  2.7814
H  2.5246  -1.2829  1.3137
H  2.5398  -0.1207  2.7763
H  1.2442  1.3615  1.6453
H  0.1419  0.1813  1.6717
H  -0.5221  -2.7800  3.1492
H  -0.6295  -1.3437  2.3047
H  1.0603  0.3202  0.1683
C  0.2550  2.7284  -2.2943
C  -2.3209  0.4063  -1.0212
C  -1.7040  -0.8695  -1.0461
C  -1.6286  1.5667  -1.2694
C  -0.3531  1.4674  -1.8622
C  -0.2491  -0.8885  -1.3874
C  0.3035  0.2583  -1.9326
O  -2.4329  -1.8498  -0.5268
H  -3.2933  0.4056  -0.5522
H  -1.9788  2.5405  -1.1737
H  0.1563  -1.8199  -1.0626
H  -1.9071  -2.6437  -0.5200
H  0.8411  2.5364  -3.3550
H  0.9179  3.3088  -1.7246
H  1.3286  0.3259  -2.3806
H  -0.5905  3.3010  -2.7596

<a> comes first in stability; the runner-up is 0.760 eV higher.

<a>
C7H14N2 | the ωB97M-V functional and the def2-TZVPD basis

Kohn-Sham gap, eV: 9.398
SMILES: CCc1c[nH]cn1.CC
E_HOMO, eV: -8.566
Net charge: 0

Positions of all 23 atoms, in Å:
C  3.6491  -0.1557  -0.9116
C  3.5255  0.0891  0.5701
H  3.8462  0.7441  -1.4948
H  4.4728  -0.8501  -1.0724
H  2.7800  -0.6011  -1.3711
H  4.4703  0.0982  1.1201
H  2.8470  -0.4756  1.2139
H  3.1975  1.1073  0.8362
C  -2.5711  -0.9212  0.4860
C  -2.2002  -2.0866  1.3991
C  -1.4400  -0.0619  0.0317
C  -0.4559  0.5960  0.7138
C  -0.5904  1.3362  -1.3603
N  -1.4724  0.3814  -1.2849
N  0.1763  1.3719  -0.2391
H  -3.0441  -1.3671  -0.3881
H  -3.3314  -0.3151  0.9805
H  -1.9306  -1.7848  2.4196
H  -0.0421  0.5998  1.7068
H  -0.3863  2.0438  -2.1472
H  1.0385  1.8612  -0.0662
H  -1.3599  -2.6818  1.0422
H  -3.0673  -2.7172  1.6161

<b>
C7H14N2 | the ωB97M-V functional and the def2-TZVPD basis

Kohn-Sham gap, eV: 9.109
SMILES: Cc1c[nH]cn1.CCC
E_HOMO, eV: -8.280
Net charge: 0

Positions of all 23 atoms, in Å:
C  3.6199  -2.3085  -0.3512
C  1.3248  -1.0240  -0.0721
C  2.7134  -1.1817  -0.2722
C  2.4742  0.8316  0.4097
N  1.1777  0.3168  0.3043
N  3.4419  -0.0081  -0.0073
H  0.4746  -1.5747  -0.1607
H  0.3247  0.9018  0.4849
H  4.1655  -2.3350  0.6498
H  4.3267  -1.9038  -1.1021
H  2.7599  1.7531  0.6071
H  3.0691  -3.2778  -0.3095
C  -2.4027  0.5905  0.5327
C  -3.7470  0.1795  0.1509
C  -1.9328  1.7027  -0.5938
H  -2.3361  0.9431  1.4607
H  -1.5603  -0.2626  0.5988
H  -3.8819  -0.6910  -0.4258
H  -4.1551  0.9588  -0.5592
H  -1.5395  2.5204  -0.0094
H  -1.1672  1.3100  -1.2955
H  -4.4483  0.2742  1.0628
H  -2.7014  2.2848  -1.1031

<c>
C7H14N2 | the ωB97M-V functional and the def2-TZVPD basis

Kohn-Sham gap, eV: 9.279
SMILES: Cc1c[nH]cn1.CCC
E_HOMO, eV: -8.422
Net charge: 0

Positions of all 23 atoms, in Å:
C  3.3672  -1.5728  -0.4634
C  2.6423  -1.9128  0.8490
C  2.7715  -0.2999  -1.1131
H  4.3591  -1.2077  -0.1647
H  3.5399  -2.3984  -1.1594
H  3.4136  -1.7763  1.6017
H  3.3418  -0.1078  -2.0337
H  1.7335  -0.4708  -1.4130
H  2.8775  0.5256  -0.4190
H  1.8797  -1.1560  1.0612
H  2.1677  -2.8825  0.8414
C  -0.9521  2.5250  1.0181
C  -2.5975  0.0348  -0.9413
C  -1.5013  1.3093  0.4368
C  -1.3917  0.0084  0.8608
N  -2.2344  1.2597  -0.7494
N  -1.8628  -0.8479  -0.0841
H  -3.2083  -0.3816  -1.7236
H  -2.0710  -1.8021  0.2003
H  -0.6807  -0.1057  1.6730
H  -0.6696  2.4057  2.0554
H  -1.7012  3.3348  0.9919
H  -0.1963  2.9664  0.3596

<d>
C7H14N2 | the ωB97M-V functional and the def2-TZVPD basis

Kohn-Sham gap, eV: 9.503
SMILES: Cc1c[nH]cn1.CCC
E_HOMO, eV: -8.625
Net charge: 0

Positions of all 23 atoms, in Å:
C  2.3352  -1.0130  0.4368
C  0.0221  -2.2665  0.3078
C  0.9952  -1.4227  -0.1351
C  -0.5353  -1.3139  -1.6439
N  -0.9242  -2.2432  -0.6887
N  0.6002  -0.7639  -1.2993
H  0.0230  -3.0085  1.0848
H  -1.6998  -2.8733  -0.6498
H  2.7435  -0.1497  -0.0705
H  2.9517  -1.9093  0.2686
H  -1.2915  -0.8366  -2.2480
H  2.2371  -0.8525  1.5111
C  -0.2549  2.3291  0.6777
C  -0.6228  3.0586  1.9640
C  -1.3607  2.2745  -0.3675
H  0.7156  2.7586  0.3928
H  0.1124  1.3530  1.0085
H  -0.9897  4.0754  1.8195
H  -1.1376  2.7410  -1.3212
H  0.2410  3.1850  2.6311
H  -1.3875  2.5634  2.5799
H  -1.5971  1.2177  -0.5702
H  -2.3052  2.5802  0.0841

<a> comes first in stability; the runner-up is 0.096 eV higher.

<a>
C7H14N2 | the ωB97M-V functional and the def2-TZVPD basis

Kohn-Sham gap, eV: 9.372
SMILES: Cc1c[nH]cn1.CCC
E_HOMO, eV: -8.498
Net charge: 0

Positions of all 23 atoms, in Å:
C  -1.0220  -3.4686  -0.1847
C  1.0765  -0.9477  1.1295
C  0.0865  -2.5650  0.0736
C  1.1269  -2.1455  -0.7362
N  0.1192  -1.8330  1.2430
N  1.6677  -1.0390  -0.0834
H  1.3818  -0.2146  1.8622
H  2.6298  -0.8769  -0.3491
H  1.4431  -2.4828  -1.7157
H  -1.8633  -3.0816  0.4932
H  -0.7675  -4.4236  0.3011
H  -1.4170  -3.8026  -1.1274
C  -0.2655  1.9681  -0.4127
C  -1.6049  2.7770  -0.4137
C  0.7456  2.4797  0.5751
H  -0.6129  0.9292  -0.1537
H  0.0537  1.9161  -1.4706
H  -1.4229  3.7968  -0.7568
H  0.4470  2.3892  1.5945
H  1.7061  1.9887  0.3470
H  1.0976  3.4935  0.3360
H  -2.4294  2.4450  -1.0706
H  -2.1760  2.6975  0.5194

<b>
C7H14N2 | the ωB97M-V functional and the def2-TZVPD basis

Kohn-Sham gap, eV: 9.579
SMILES: CC(C)C1=CC1.[H]/N=N\C
E_HOMO, eV: -8.614
Net charge: 0

Positions of all 23 atoms, in Å:
C  1.0439  1.5266  0.9759
C  -0.3161  2.1057  1.2400
C  -0.1409  1.6037  0.0547
C  -2.0513  1.5636  -1.5256
C  -0.2898  -0.2429  -1.5439
C  1.8228  -2.4962  1.3203
C  -0.5723  1.2434  -1.3063
N  -0.4896  -2.4098  1.4170
N  0.5626  -1.8228  1.3644
H  1.8911  2.1897  0.8177
H  1.3106  0.5746  1.4202
H  -0.9216  2.6033  1.9536
H  -2.2959  2.5403  -1.1152
H  -2.2871  1.5610  -2.5884
H  -2.6715  0.8173  -1.0343
H  -0.7996  -0.8368  -0.7893
H  -0.6390  -0.5472  -2.5267
H  0.7766  -0.4427  -1.4730
H  1.7387  -3.5924  1.3559
H  2.4210  -2.1327  2.1550
H  2.3191  -2.1781  0.4017
H  0.0307  1.8317  -2.0129
H  -0.4423  -3.4591  1.4392

<a> comes first in stability; the runner-up is 3.327 eV higher.

<a>
C7H14N2 | the ωB97M-V functional and the def2-TZVPD basis

Kohn-Sham gap, eV: 9.339
E_HOMO, eV: -8.207
Net charge: 0

Positions of all 23 atoms, in Å:
C  0.0575  1.1872  1.9755
C  -0.9324  0.4393  1.5194
C  1.0338  1.6440  0.9319
C  -0.8999  0.1278  0.0813
C  -0.4813  -1.4329  -1.8193
C  0.4057  -1.9785  0.4647
C  -0.7260  -1.3192  -0.3188
N  0.7097  1.0241  -0.3396
N  0.4269  1.8792  -1.3918
H  0.1849  1.4990  2.9994
H  -1.7261  0.0468  2.1395
H  1.0046  2.7475  0.8665
H  2.0578  1.3564  1.2099
H  -1.6356  0.6512  -0.5251
H  -0.3621  -2.4738  -2.1084
H  0.4233  -0.8870  -2.0726
H  -1.3095  -1.0070  -2.3811
H  0.2011  -1.9526  1.5318
H  1.3342  -1.4474  0.2754
H  0.5221  -3.0160  0.1587
H  -1.6670  -1.8337  -0.0725
H  1.2243  1.9229  -2.0195
H  0.1540  2.8226  -1.1054

<b>
C7H14N2 | the ωB97M-V functional and the def2-TZVPD basis

Kohn-Sham gap, eV: 9.905
E_HOMO, eV: -9.200
Net charge: 0

Positions of all 23 atoms, in Å:
C  -2.1165  0.2074  0.8597
C  -0.6567  0.1585  0.5683
C  -0.1819  -0.0557  2.2007
C  -0.1661  1.3723  -0.3117
C  0.5325  0.5609  -1.3571
C  -0.1400  -0.9687  -0.3649
C  1.2447  -0.5064  -0.7729
H  -2.4631  0.1612  -0.0828
H  -2.2938  1.2953  1.3229
H  -2.5326  -0.4955  1.4869
H  -0.6555  -0.9311  2.5869
H  0.9657  -0.0647  2.0745
H  -0.5719  0.9188  2.6238
H  -0.8505  2.1281  -0.6909
H  0.4752  1.9880  0.1574
H  0.9934  1.1741  -2.2419
H  -0.2026  -1.0034  -2.4373
H  -0.3831  -2.0990  -0.1896
H  1.4626  -1.2725  -1.5017
H  2.1566  -1.3989  0.7618
H  3.0589  -0.3165  0.2234
N  -0.6756  -0.3160  -1.7226
N  2.0676  -0.3544  0.4331

<c>
C7H14N2 | the ωB97M-V functional and the def2-TZVPD basis

Kohn-Sham gap, eV: 9.549
SMILES: Cc1c[nH]cn1.CCC
E_HOMO, eV: -8.667
Net charge: 0

Positions of all 23 atoms, in Å:
C  3.0710  -0.2631  1.2117
C  2.5983  1.1699  1.0192
C  1.8960  -1.2270  1.4086
H  3.5563  -0.6049  0.2891
H  3.8044  -0.3418  2.0103
H  1.6621  1.1793  0.4628
H  2.2266  -2.2637  1.3146
H  3.2591  1.8663  0.4934
H  2.4863  1.6940  1.9759
H  1.4898  -1.1162  2.4157
H  1.1202  -1.0748  0.6588
C  0.0472  -0.0975  -2.2147
C  -2.5204  -0.6217  0.1769
C  -0.9356  0.0428  -1.1001
C  -1.4575  1.1462  -0.5025
N  -1.6289  -1.0574  -0.6653
N  -2.4731  0.7105  0.2978
H  -3.1790  -1.2481  0.7538
H  -2.9368  1.1962  1.0459
H  -1.0916  2.1594  -0.5185
H  0.8314  0.6583  -2.2024
H  -0.4693  -0.0367  -3.1739
H  0.4878  -1.0626  -2.1249

<d>
C7H14N2 | the ωB97M-V functional and the def2-TZVPD basis

Kohn-Sham gap, eV: 9.542
SMILES: Cc1c[nH]cn1.CCC
E_HOMO, eV: -8.584
Net charge: 0

Positions of all 23 atoms, in Å:
C  1.4221  2.6791  -2.3942
C  0.4705  0.9351  0.6386
C  1.3765  2.0023  -1.0756
C  2.4789  1.7137  -0.3303
N  0.2196  1.4601  -0.5212
N  1.9081  1.0354  0.8017
H  -0.1035  0.3739  1.3705
H  2.4600  0.7983  1.5844
H  3.5755  1.6599  -0.4587
H  1.2482  2.0611  -3.2845
H  2.3103  3.2365  -2.5485
H  0.5515  3.4205  -2.3862
C  -1.7763  -1.7445  0.1888
C  -0.2681  -2.0892  0.6751
C  -2.8339  -1.9432  1.3591
H  -1.7377  -0.7550  -0.3153
H  -2.1756  -2.3956  -0.4966
H  0.0186  -3.0520  0.8722
H  -0.2746  -1.3545  1.6944
H  -3.2393  -0.9814  1.5085
H  -3.5637  -2.7196  1.1020
H  0.3007  -1.8296  -0.2112
H  -2.3679  -2.5113  2.2271

<c> comes first in stability; the runner-up is 2.121 eV higher.